DFT (ωB97M-V/def2-TZVPD) results for a structure of composition C24H13AuBBrCl3F12O3P.

Values from the calculation:
- E_LUMO (alpha / beta) (eV) = -0.62 / -2.40
- 2S+1 = 3
- DFT total energy (a.u.) = -6803.06090
- energy above the lowest of the compared OMol25 structures with the same formula, charge and spin (kJ/mol) = 18.2
- frontier orbital gap (alpha / beta) (eV) = 5.666 / 7.423

Positions of all 59 atoms, in Å:
Au1 -0.0688 0.0186 -1.3331
F1 -3.8008 -4.4393 2.6165
C1 -3.1016 -3.3930 2.2242
C2 -2.4734 -2.6010 3.1599
F2 -2.5888 -2.8849 4.4475
C3 -1.7263 -1.5232 2.7339
F3 -1.1339 -0.7794 3.6634
C4 -1.5852 -1.1973 1.3863
P1 -0.3964 0.1244 0.9604
C5 -1.1371 1.6589 1.5238
C6 -0.3572 2.8131 1.5940
C7 -0.9423 4.0177 1.9471
C8 -2.3054 4.0823 2.2009
C9 -3.0899 2.9432 2.0882
C10 -2.5100 1.7317 1.7463
C11 1.0936 -0.2858 1.8840
C12 1.5869 0.4729 2.9395
C13 2.7547 0.0810 3.5778
C14 3.4232 -1.0633 3.1687
C15 2.9227 -1.8294 2.1237
C16 1.7619 -1.4402 1.4785
C17 -2.2712 -1.9850 0.4638
Br1 -2.4223 -1.5469 -1.3804
C18 -3.0149 -3.0727 0.8845
F4 -3.6723 -3.8281 0.0124
H1 0.6989 2.7708 1.3525
H2 -0.3361 4.9124 2.0099
H3 -2.7595 5.0252 2.4761
H4 -4.1570 2.9975 2.2572
H5 -3.1273 0.8466 1.6532
H6 1.0544 1.3516 3.2782
H7 3.1375 0.6693 4.4024
H8 4.3366 -1.3615 3.6686
H9 3.4450 -2.7194 1.7967
H10 1.3784 -2.0262 0.6506
F5 -2.0120 2.2125 -1.5058
B1 -2.8810 2.1390 -2.5266
F6 -3.8966 3.0039 -2.4893
Cl1 -1.2745 -1.9748 -5.1299
C19 -2.3882 -0.6315 -4.8946
Cl2 -2.5305 0.2855 -6.4782
Cl3 -4.0369 -1.2870 -4.5580
C20 -1.9105 0.2354 -3.8038
O1 -2.8369 1.2251 -3.5052
O2 -0.7020 0.2403 -3.3743
C21 4.3511 0.1829 -1.3761
C22 2.9677 -0.1550 -1.9322
O3 2.0352 0.1889 -0.9771
C23 2.9234 -1.6831 -2.2034
F7 1.6751 -2.1305 -2.4300
F8 3.6869 -2.0451 -3.2437
F9 3.3756 -2.3603 -1.1243
C24 2.7536 0.6107 -3.2883
F10 2.0405 -0.0927 -4.1744
F11 2.1029 1.7587 -3.0616
F12 3.9221 0.9294 -3.8808
H11 4.4433 -0.2719 -0.3923
H12 4.4367 1.2638 -1.2765
H13 5.1387 -0.1849 -2.0309

List of Löwdin charges in e, atom by atom: atom 1 (Au): 0.91, atom 2 (F): 0.16, atom 3 (C): -0.13, atom 4 (C): -0.13, atom 5 (F): 0.15, atom 6 (C): -0.21, atom 7 (F): 0.12, atom 8 (C): -0.29, atom 9 (P): 1.02, atom 10 (C): -0.35, atom 11 (C): -0.09, atom 12 (C): -0.06, atom 13 (C): -0.06, atom 14 (C): -0.06, atom 15 (C): -0.08, atom 16 (C): -0.35, atom 17 (C): -0.08, atom 18 (C): -0.07, atom 19 (C): -0.07, atom 20 (C): -0.06, atom 21 (C): -0.10, atom 22 (C): -0.52, atom 23 (Br): 0.99, atom 24 (C): -0.26, atom 25 (F): 0.10, atom 26 (H): 0.12, atom 27 (H): 0.11, atom 28 (H): 0.11, atom 29 (H): 0.11, atom 30 (H): 0.11, atom 31 (H): 0.10, atom 32 (H): 0.11, atom 33 (H): 0.11, atom 34 (H): 0.11, atom 35 (H): 0.10, atom 36 (F): 0.20, atom 37 (B): -0.82, atom 38 (F): 0.25, atom 39 (Cl): 0.63, atom 40 (C): -1.48, atom 41 (Cl): 0.53, atom 42 (Cl): 0.56, atom 43 (C): -0.72, atom 44 (O): 0.16, atom 45 (O): -0.24, atom 46 (C): 0.02, atom 47 (C): -0.45, atom 48 (O): -0.24, atom 49 (C): -0.56, atom 50 (F): 0.12, atom 51 (F): 0.17, atom 52 (F): 0.13, atom 53 (C): -0.56, atom 54 (F): 0.15, atom 55 (F): 0.15, atom 56 (F): 0.14, atom 57 (H): 0.09, atom 58 (H): 0.10, atom 59 (H): 0.10



DFT (ωB97M-V/def2-TZVPD) results for a structure of composition C5H10N3 in a non-equilibrium geometry.

Values from the calculation:
- E_LUMO (alpha / beta) (eV) = -4.62 / -4.51
- net charge = +1
- DFT total energy (a.u.) = -360.41918
- energy above the lowest of the compared OMol25 structures with the same formula, charge and spin (kJ/mol) = 409.4
- frontier orbital gap (alpha / beta) (eV) = 7.825 / 7.525

Positions of all 18 atoms, in Å:
C1 -2.2428 -0.3595 -0.3352
C2 1.6659 -0.5693 -0.9760
C3 -0.0465 1.2571 -0.2833
C4 -0.7030 -0.5651 -0.0894
C5 0.2589 0.0307 -1.0681
N1 2.0629 -0.8390 0.2059
N2 0.5328 1.6678 0.8698
N3 -0.3442 -1.0021 1.0986
H1 -3.0193 -0.5812 0.3970
H2 -2.4544 0.0884 -1.1866
H3 2.1334 -0.7633 -1.8920
H4 -0.7256 1.9804 -0.8721
H5 -0.1782 0.0719 -2.1186
H6 2.9555 -1.2833 0.2892
H7 0.4928 2.5198 1.2551
H8 0.6702 -1.3260 1.2647
H9 -1.0576 -1.3606 1.7412
H10 1.1140 0.9983 1.3700

List of Löwdin charges in e, atom by atom: atom 1 (C): 0.20, atom 2 (C): -0.08, atom 3 (C): -0.07, atom 4 (C): -0.36, atom 5 (C): -0.19, atom 6 (N): 0.11, atom 7 (N): 0.21, atom 8 (N): 0.09, atom 9 (H): 0.08, atom 10 (H): -0.01, atom 11 (H): 0.11, atom 12 (H): 0.18, atom 13 (H): 0.18, atom 14 (H): 0.09, atom 15 (H): 0.08, atom 16 (H): 0.12, atom 17 (H): 0.14, atom 18 (H): 0.12



DFT (ωB97M-V/def2-TZVPD) results for the molecule C5H7NO.

Values from the calculation:
- E_LUMO (eV) = 0.35
- SMILES string = C[C@@H]1OC=C=C1N
- DFT total energy (a.u.) = -324.60812
- energy above the lowest of the compared OMol25 structures with the same formula, charge and spin (kJ/mol) = 305.5
- frontier orbital gap (eV) = 8.160

Positions of all 14 atoms, in Å:
C1 0.8558 -1.5079 -0.3975
C2 0.0791 -0.2046 -0.5377
O1 0.7742 0.7840 -1.2580
C3 0.2948 1.9668 -0.7578
C4 -0.5928 1.9610 0.2942
C5 -0.5729 0.5776 0.5588
N1 -1.2660 -0.0775 1.5087
H1 0.2266 -2.2856 0.0520
H2 1.1882 -1.8725 -1.3774
H3 1.7503 -1.4005 0.2192
H4 -0.8911 -0.3583 -1.0300
H5 0.7461 2.7905 -1.3158
H6 -1.7134 0.5595 2.1524
H7 -0.8791 -0.9325 1.8891

List of Löwdin charges in e, atom by atom: atom 1 (C): -0.01, atom 2 (C): -0.34, atom 3 (O): -0.03, atom 4 (C): -0.14, atom 5 (C): -0.04, atom 6 (C): -0.35, atom 7 (N): 0.15, atom 8 (H): 0.08, atom 9 (H): 0.09, atom 10 (H): 0.09, atom 11 (H): 0.18, atom 12 (H): 0.11, atom 13 (H): 0.11, atom 14 (H): 0.11



DFT (ωB97M-V/def2-TZVPD) results for a cluster of 6 separate species, C10H35O6PS6 in total.

Values from the calculation:
- E_LUMO (eV) = 0.48
- DFT total energy (a.u.) = -3583.72511
- frontier orbital gap (eV) = 8.989

Positions of all 58 atoms, in Å:
O1 2.9354 -3.0528 -2.9337
P1 1.2356 -3.1445 -2.9050
S1 -0.9816 -3.5513 -3.0156
H1 3.2961 -2.1615 -2.8556
H2 1.0844 -2.1223 -3.8463
H3 1.3698 -4.4853 -3.2797
H4 1.1276 -2.8456 -1.5487
H5 -1.3349 -2.2913 -2.6904
C1 7.4230 -4.1992 -4.1242
S2 6.4356 -2.9072 -3.3545
O2 7.3964 -1.8913 -2.8442
C2 5.9181 -3.8805 -1.9346
H6 7.8864 -3.7615 -5.0059
H7 8.1888 -4.5196 -3.4185
H8 6.7785 -5.0283 -4.4153
H9 6.8089 -4.2254 -1.4102
H10 5.2902 -4.7054 -2.2676
H11 5.3310 -3.2264 -1.2943
C3 0.0684 -1.1783 2.0618
S3 -0.1840 -2.0935 0.5457
O3 -0.6693 -1.1081 -0.4705
C4 -1.6041 -3.0400 1.0756
H12 0.8717 -0.4663 1.8893
H13 -0.8409 -0.6376 2.3178
H14 0.3455 -1.8658 2.8608
H15 -2.3925 -2.3598 1.3914
H16 -1.3299 -3.6887 1.9066
H17 -1.9161 -3.6344 0.2181
C5 -1.8388 3.7206 4.0211
S4 -1.1738 2.6464 2.7426
O4 -0.1707 1.7709 3.4090
C6 -0.2448 3.9141 1.8734
H18 -2.4119 3.0885 4.6963
H19 -1.0099 4.1840 4.5554
H20 -2.4878 4.4707 3.5699
H21 0.4678 4.3666 2.5625
H22 -0.9330 4.6622 1.4775
H23 0.2835 3.4151 1.0629
C7 -6.4151 -1.9687 3.7997
S5 -5.5398 -3.1349 2.7485
O5 -4.1078 -3.0636 3.1515
C8 -5.6800 -2.1865 1.2279
H24 -6.3794 -2.3677 4.8113
H25 -5.9024 -1.0082 3.7572
H26 -7.4504 -1.8813 3.4714
H27 -5.2232 -1.2087 1.3803
H28 -6.7283 -2.0945 0.9451
H29 -5.1382 -2.7349 0.4596
C9 -0.2948 5.4207 -1.6034
S6 -0.0242 6.8926 -0.6019
O6 -1.3698 7.3710 -0.1869
C10 0.5007 7.9412 -1.9656
H30 -0.7102 4.6550 -0.9526
H31 -1.0079 5.6625 -2.3909
H32 0.6524 5.0777 -2.0190
H33 -0.2913 7.9641 -2.7133
H34 1.4316 7.5593 -2.3837
H35 0.6591 8.9375 -1.5580

List of Löwdin charges in e, atom by atom: atom 1 (O): -0.43, atom 2 (P): 0.50, atom 3 (S): 0.25, atom 4 (H): 0.02, atom 5 (H): -0.01, atom 6 (H): -0.01, atom 7 (H): -0.07, atom 8 (H): -0.23, atom 9 (C): -0.27, atom 10 (S): 0.79, atom 11 (O): -0.56, atom 12 (C): -0.28, atom 13 (H): 0.05, atom 14 (H): 0.06, atom 15 (H): 0.05, atom 16 (H): 0.06, atom 17 (H): 0.05, atom 18 (H): 0.04, atom 19 (C): -0.26, atom 20 (S): 0.76, atom 21 (O): -0.58, atom 22 (C): -0.26, atom 23 (H): 0.05, atom 24 (H): 0.05, atom 25 (H): 0.06, atom 26 (H): 0.03, atom 27 (H): 0.06, atom 28 (H): 0.04, atom 29 (C): -0.27, atom 30 (S): 0.81, atom 31 (O): -0.55, atom 32 (C): -0.27, atom 33 (H): 0.05, atom 34 (H): 0.06, atom 35 (H): 0.06, atom 36 (H): 0.06, atom 37 (H): 0.04, atom 38 (H): 0.05, atom 39 (C): -0.27, atom 40 (S): 0.81, atom 41 (O): -0.56, atom 42 (C): -0.27, atom 43 (H): 0.05, atom 44 (H): 0.06, atom 45 (H): 0.05, atom 46 (H): 0.06, atom 47 (H): 0.05, atom 48 (H): 0.05, atom 49 (C): -0.27, atom 50 (S): 0.78, atom 51 (O): -0.55, atom 52 (C): -0.27, atom 53 (H): 0.03, atom 54 (H): 0.06, atom 55 (H): 0.06, atom 56 (H): 0.06, atom 57 (H): 0.05, atom 58 (H): 0.05